{"formula": "C4H6O2", "method": "the ωB97M-V functional and the def2-TZVPD basis", "multiplicity": 1, "orbital_gap_ev": 9.90, "lumo_energy_ha": 0.034, "relative_energy_ev": 3.961, "fmax_ev_per_a": 2.16, "homo_ev": -9.0, "elements": ["O", "C", "C", "C", "O", "C", "H", "H", "H", "H", "H", "H"], "positions_angstrom": [[0.111, 1.834, -0.566], [-0.048, 0.551, -0.077], [0.391, -0.040, 1.205], [0.776, -0.654, -0.180], [-0.191, -1.522, -0.669], [-1.093, -0.390, -0.720], [0.466, 2.371, 0.151], [1.414, -0.263, 1.459], [-0.350, -0.527, 1.828], [1.819, -0.655, -0.499], [-2.047, -0.593, -0.224], [-1.217, -0.142, -1.775]], "forces_ev_per_a": [[0.1, 0.2, 0.2], [0.1, -0.3, -0.2], [0.0, -1.0, -0.4], [0.3, -0.2, -0.4], [-0.2, -0.2, -0.5], [-0.5, 0.2, -0.1], [-0.1, 0.0, -0.1], [0.5, 1.7, 1.2], [0.1, -0.2, 0.0], [-0.2, -0.6, 0.2], [0.1, 0.1, 0.0], [-0.2, 0.3, 0.1]]}

{"formula": "C36H41IrN2OSSb2", "method": "the ωB97M-V functional and the def2-TZVPD basis", "charge": 3, "multiplicity": 2, "orbital_gap_ev": [7.09, 7.02], "lumo_energy_ha": [-0.341, -0.343], "relative_energy_ev": 0.000, "fmax_ev_per_a": 0.62, "homo_ev": [-16.4, -16.4], "s_squared": 0.75, "elements": ["Ir", "C", "C", "C", "Sb", "C", "C", "C", "C", "C", "C", "C", "C", "C", "C", "C", "C", "Sb", "C", "C", "C", "C", "C", "C", "C", "C", "C", "C", "C", "C", "H", "H", "H", "H", "H", "H", "H", "H", "H", "H", "H", "H", "H", "H", "H", "H", "H", "H", "H", "H", "H", "H", "H", "H", "H", "H", "N", "N", "H", "H", "H", "H", "C", "C", "C", "O", "H", "H", "H", "H", "H", "H", "S", "C", "C", "C", "C", "C", "C", "H", "H", "H", "H", "H"], "positions_angstrom": [[-2.238, -0.078, 0.252], [0.115, 2.675, 1.734], [0.503, 3.127, 0.329], [1.711, 2.397, -0.262], [1.449, 0.618, -1.445], [3.070, -0.682, -1.396], [4.164, -0.268, -2.160], [5.312, -1.048, -2.146], [5.349, -2.218, -1.397], [4.247, -2.617, -0.647], [3.094, -1.847, -0.635], [1.332, 1.383, -3.371], [0.924, 2.700, -3.583], [0.870, 3.194, -4.878], [1.220, 2.379, -5.949], [1.627, 1.066, -5.735], [1.683, 0.561, -4.444], [-0.510, 0.661, 1.961], [1.219, -0.491, 2.245], [2.444, 0.101, 2.554], [3.523, -0.691, 2.925], [3.377, -2.070, 3.012], [2.154, -2.663, 2.725], [1.076, -1.877, 2.339], [-1.538, 0.580, 3.778], [-2.594, 1.469, 3.991], [-3.267, 1.447, 5.204], [-2.891, 0.542, 6.189], [-1.844, -0.345, 5.970], [-1.160, -0.333, 4.761], [-0.684, 3.293, 2.142], [0.963, 2.785, 2.416], [0.779, 4.184, 0.402], [-0.352, 3.090, -0.354], [2.464, 2.158, 0.488], [2.192, 2.981, -1.050], [4.133, 0.632, -2.766], [6.173, -0.744, -2.727], [6.246, -2.826, -1.399], [4.286, -3.533, -0.070], [2.240, -2.153, -0.044], [0.656, 3.353, -2.760], [0.565, 4.218, -5.052], [1.184, 2.772, -6.957], [1.911, 0.440, -6.572], [2.033, -0.453, -4.287], [2.571, 1.177, 2.544], [4.471, -0.228, 3.168], [4.215, -2.681, 3.325], [2.033, -3.737, 2.811], [0.126, -2.351, 2.138], [-2.886, 2.182, 3.227], [-4.078, 2.140, 5.386], [-3.413, 0.532, 7.137], [-1.552, -1.041, 6.746], [-0.333, -1.015, 4.606], [-4.129, -2.269, 0.024], [-4.096, -0.953, -0.572], [-4.803, -2.850, -0.466], [-4.458, -2.170, 0.977], [-4.967, -0.451, -0.430], [-4.010, -1.085, -1.573], [-4.224, 2.334, -1.517], [-3.919, 2.599, -0.081], [-4.558, 3.762, 0.587], [-3.125, 1.891, 0.557], [-4.108, 3.257, -2.090], [-5.279, 2.059, -1.620], [-3.580, 1.561, -1.933], [-5.630, 3.779, 0.374], [-4.150, 4.681, 0.151], [-4.380, 3.757, 1.658], [-0.721, -0.532, -1.351], [-0.288, -2.270, -1.413], [0.398, -2.742, -2.528], [0.654, -4.100, -2.627], [0.205, -4.970, -1.639], [-0.511, -4.489, -0.549], [-0.760, -3.130, -0.428], [0.714, -2.074, -3.321], [1.188, -4.481, -3.487], [0.399, -6.032, -1.730], [-0.883, -5.173, 0.204], [-1.341, -2.755, 0.406]], "forces_ev_per_a": [[-0.3, 0.4, 0.1], [0.3, 0.0, 0.0], [0.0, 0.0, 0.0], [-0.2, -0.1, 0.0], [0.4, 0.3, 0.1], [0.0, 0.0, 0.0], [0.0, -0.1, 0.1], [0.0, 0.0, 0.0], [0.0, 0.0, 0.0], [0.0, 0.0, 0.0], [0.0, 0.1, 0.0], [0.0, -0.1, -0.2], [0.0, -0.1, 0.0], [0.0, 0.0, 0.0], [0.0, 0.0, 0.0], [0.0, 0.0, 0.0], [0.0, 0.1, 0.0], [0.2, 0.1, 0.0], [0.0, -0.1, 0.0], [0.0, 0.0, 0.0], [0.0, 0.0, 0.0], [0.0, 0.0, 0.0], [0.0, 0.0, 0.0], [0.1, 0.0, 0.0], [0.0, 0.0, 0.1], [0.0, -0.1, 0.1], [0.0, 0.0, 0.0], [0.0, 0.0, 0.0], [0.0, 0.0, 0.0], [-0.1, 0.1, 0.0], [-0.1, 0.0, 0.0], [0.0, 0.1, 0.0], [0.0, 0.0, -0.1], [0.0, 0.0, 0.0], [0.0, 0.0, 0.0], [0.0, 0.1, 0.1], [0.0, 0.0, 0.0], [0.0, 0.0, 0.0], [0.0, 0.0, 0.0], [0.0, 0.0, 0.0], [0.0, 0.0, 0.0], [0.0, 0.0, 0.0], [0.0, 0.0, 0.0], [0.0, 0.0, 0.0], [0.0, 0.0, 0.0], [0.0, 0.0, 0.0], [0.0, 0.0, 0.0], [0.0, 0.0, 0.0], [0.0, 0.0, 0.0], [0.0, 0.1, 0.0], [-0.1, 0.0, 0.0], [0.0, 0.0, 0.0], [0.0, 0.0, 0.0], [0.0, 0.0, 0.0], [0.0, 0.0, 0.0], [0.0, 0.0, 0.0], [0.0, 0.0, -0.1], [0.4, -0.1, -0.1], [-0.1, -0.1, 0.0], [0.0, 0.0, 0.1], [-0.2, 0.1, 0.0], [0.0, -0.1, -0.2], [0.0, 0.1, 0.0], [0.0, 0.0, -0.1], [0.0, 0.0, -0.1], [-0.2, -0.2, 0.3], [0.0, 0.0, 0.0], [0.0, 0.0, 0.0], [0.0, 0.0, 0.0], [0.0, 0.0, 0.0], [0.0, 0.0, 0.0], [0.0, 0.0, 0.0], [-0.3, -0.4, -0.3], [-0.1, 0.0, 0.0], [0.0, 0.0, 0.0], [0.0, 0.0, 0.0], [0.0, 0.0, 0.0], [0.0, 0.0, 0.0], [0.1, 0.0, -0.1], [0.0, 0.0, 0.0], [0.0, 0.0, 0.0], [0.0, 0.0, 0.0], [0.0, 0.0, 0.0], [0.0, 0.0, 0.0]]}

{"formula": "C5H15N3", "method": "the ωB97M-V functional and the def2-TZVPD basis", "multiplicity": 1, "orbital_gap_ev": 9.53, "lumo_energy_ha": 0.039, "relative_energy_ev": 1.156, "fmax_ev_per_a": 1.38, "homo_ev": -8.5, "elements": ["C", "N", "C", "C", "C", "N", "C", "N", "H", "H", "H", "H", "H", "H", "H", "H", "H", "H", "H", "H", "H", "H", "H"], "positions_angstrom": [[1.260, 1.608, -1.356], [-0.082, 1.442, -0.830], [-0.339, 0.186, -0.148], [-0.077, 0.258, 1.358], [1.258, -0.379, 1.743], [1.214, -1.816, 1.517], [-1.773, -0.239, -0.460], [-1.896, -0.560, -1.856], [1.996, 1.485, -0.555], [1.375, 2.619, -1.740], [1.541, 0.873, -2.124], [-0.723, 1.485, -1.610], [0.210, -0.653, -0.587], [-0.071, 1.280, 1.709], [-0.893, -0.255, 1.878], [2.037, 0.064, 1.114], [1.525, -0.162, 2.766], [0.297, -2.186, 1.363], [1.875, -2.379, 2.014], [-2.477, 0.561, -0.202], [-2.017, -1.024, 0.276], [-2.832, -0.809, -2.168], [-1.408, -1.397, -2.100]], "forces_ev_per_a": [[0.4, -0.2, 0.4], [0.0, 0.1, -0.1], [-0.7, 0.0, -0.3], [0.4, -0.4, 0.1], [-0.2, -0.4, -0.4], [0.2, 0.5, -0.7], [-0.4, 0.2, 1.3], [-0.8, -0.2, -0.8], [-0.1, 0.1, 0.0], [0.0, 0.0, -0.2], [-0.1, 0.1, -0.1], [-0.1, 0.0, -0.1], [0.7, 0.0, 0.1], [-0.2, 0.4, -0.2], [0.1, 0.0, 0.2], [0.1, 0.0, 0.0], [-0.1, 0.3, 0.5], [0.0, -0.4, 0.4], [-0.2, -0.2, 0.2], [0.1, 0.2, -0.2], [0.0, -0.3, -0.5], [-0.2, 0.6, 0.4], [0.9, -0.5, 0.1]]}

{"formula": "C4H12NP", "method": "the ωB97M-V functional and the def2-TZVPD basis", "multiplicity": 1, "orbital_gap_ev": 9.74, "lumo_energy_ha": 0.037, "relative_energy_ev": 2.856, "fmax_ev_per_a": 4.12, "homo_ev": -8.7, "elements": ["C", "C", "C", "C", "N", "P", "H", "H", "H", "H", "H", "H", "H", "H", "H", "H", "H", "H"], "positions_angstrom": [[2.539, 1.215, -1.443], [-1.462, -0.155, -0.713], [-1.628, -1.464, 1.924], [1.503, 1.999, -1.419], [0.843, 0.026, 0.987], [-0.334, -0.925, 0.610], [0.043, -2.048, -0.206], [2.647, 0.383, -2.201], [3.293, 1.253, -0.642], [-2.379, -0.796, -0.729], [-0.955, -0.214, -1.683], [-1.790, 0.929, -0.446], [-1.393, -0.637, 2.606], [-1.424, -2.417, 2.565], [-2.730, -1.469, 1.641], [1.180, 2.605, -0.513], [0.625, 2.035, -2.159], [1.422, -0.321, 1.820]], "forces_ev_per_a": [[1.3, -1.8, -0.5], [-0.4, 0.6, 1.5], [0.5, -0.9, 0.7], [-3.7, 1.7, 0.5], [0.8, -0.8, 2.3], [-2.0, -0.2, -1.6], [-0.3, -0.1, 0.7], [0.1, 1.3, 0.7], [-0.5, -0.2, -0.4], [0.7, 0.5, -0.1], [-0.1, 0.2, 0.3], [0.8, -1.9, -0.5], [-0.6, 0.0, 0.1], [-0.1, 1.5, -1.5], [1.6, 0.2, 0.0], [1.2, -0.5, -1.2], [1.7, -0.5, 0.7], [-1.1, 0.7, -1.6]]}

{"formula": "C19H38BrFN3O10P2", "method": "the ωB97M-V functional and the def2-TZVPD basis", "charge": 1, "multiplicity": 1, "orbital_gap_ev": 6.68, "lumo_energy_ha": -0.141, "fmax_ev_per_a": 5.02, "homo_ev": -10.5, "elements": ["C", "C", "O", "C", "N", "C", "C", "O", "C", "P", "N", "O", "O", "C", "O", "O", "C", "C", "C", "C", "C", "O", "C", "O", "P", "O", "Br", "C", "C", "C", "F", "H", "H", "H", "H", "H", "H", "H", "H", "H", "H", "H", "H", "H", "H", "H", "H", "H", "H", "H", "H", "H", "H", "H", "H", "H", "H", "H", "H", "H", "H", "C", "C", "O", "N", "C", "H", "H", "H", "H", "H", "H", "H", "H"], "positions_angstrom": [[6.363, -0.564, -0.413], [6.272, 1.024, -0.702], [6.247, 1.290, -2.125], [4.859, 1.502, -0.074], [4.590, 2.967, -0.339], [3.309, 3.302, 0.378], [2.084, 3.641, -0.600], [0.781, 3.185, -0.184], [0.495, 1.812, -0.417], [0.658, 1.016, 1.308], [0.775, 2.239, 2.355], [2.068, 0.051, 1.434], [-0.680, 0.094, 1.808], [1.004, 1.038, -1.725], [2.134, 0.889, -2.224], [-0.088, 0.440, -2.459], [-1.378, 0.592, -1.768], [-2.571, 0.665, -2.850], [-4.043, 0.429, -2.256], [-4.337, 1.104, -0.836], [-5.868, 0.882, -0.325], [-6.418, -0.399, -0.724], [-7.178, -0.990, 0.330], [-8.415, -0.813, 0.327], [-1.648, -1.134, -1.000], [-2.285, -2.223, -2.196], [0.331, -2.103, -0.411], [-1.087, 1.851, -0.824], [-1.679, 3.305, -1.257], [-2.181, 4.159, 0.035], [-1.411, 5.397, 0.002], [7.110, -1.104, -1.090], [5.326, -1.027, -0.585], [6.647, -0.744, 0.689], [7.088, 1.610, -0.149], [6.096, 0.408, -2.538], [4.937, 1.280, 1.060], [4.062, 0.831, -0.541], [5.326, 3.438, 0.226], [3.536, 4.251, 0.999], [3.118, 2.475, 1.136], [2.016, 4.796, -0.615], [2.409, 3.357, -1.656], [1.665, 2.178, 2.870], [2.176, -0.063, 2.411], [-1.401, 0.738, 2.000], [-2.412, -0.111, -3.691], [-2.552, 1.682, -3.396], [-4.777, 0.895, -3.017], [-4.354, -0.670, -2.172], [-4.205, 2.251, -0.836], [-3.685, 0.606, -0.025], [-5.890, 1.010, 0.824], [-6.493, 1.746, -0.749], [-6.701, -1.652, 1.133], [-1.741, -2.161, -3.024], [-1.787, 1.626, 0.071], [-0.935, 3.902, -1.900], [-2.620, 3.206, -1.913], [-3.274, 4.478, -0.130], [-2.054, 3.593, 1.017], [1.101, -5.978, 3.809], [0.512, -5.038, 2.809], [0.642, -3.845, 2.807], [-0.344, -5.475, 1.721], [-0.396, -6.898, 1.340], [1.753, -5.422, 4.482], [0.301, -6.442, 4.392], [1.693, -6.746, 3.306], [-1.268, -5.105, 1.976], [-0.086, -4.836, 0.953], [-1.087, -6.992, 0.503], [-0.756, -7.481, 2.188], [0.602, -7.216, 1.036]], "forces_ev_per_a": [[0.0, 0.4, 0.4], [-1.6, -0.6, 0.8], [0.3, -1.3, 0.9], [1.3, -0.6, -0.4], [-0.2, -1.2, 1.7], [0.3, 0.8, 0.9], [2.0, 1.7, -0.1], [1.4, -1.5, -1.5], [-2.9, 0.2, -1.5], [1.8, 1.4, 4.5], [-0.1, -2.3, -1.4], [-2.6, 0.6, 0.0], [1.2, 1.0, -1.8], [2.5, -1.2, -2.7], [-4.0, 0.9, 2.5], [1.1, 1.6, 1.3], [1.5, -0.1, -1.9], [-0.2, 0.5, -0.5], [-1.0, 0.6, 0.0], [-0.8, -0.5, 0.6], [0.9, 1.6, 0.2], [0.0, -0.4, 2.2], [-4.3, 1.1, -1.0], [4.7, -0.9, 0.3], [-2.7, -1.5, 1.1], [2.4, 2.1, 0.2], [0.0, 0.3, -0.7], [-2.7, -0.6, 1.7], [-0.3, 0.0, -0.3], [0.6, 0.7, -1.6], [-1.2, -1.9, 0.6], [-0.9, 0.9, 1.0], [1.4, 0.6, 0.2], [-0.4, 0.2, -1.7], [-0.8, -0.8, -1.2], [0.2, 1.1, 0.2], [-0.4, 0.3, -1.5], [0.9, 1.2, 0.6], [-0.6, -0.2, -0.9], [-0.6, -1.5, -0.9], [-0.3, 1.1, -1.0], [-0.3, -1.9, 0.1], [-0.8, -0.1, 1.3], [-0.6, 0.3, -0.3], [-0.1, 0.1, -1.0], [0.8, -0.5, 0.1], [0.0, 1.2, 1.5], [0.2, -1.5, 1.1], [1.1, -0.8, 1.1], [0.8, 1.5, -0.2], [0.0, -1.9, 0.0], [-0.7, 0.9, -1.3], [0.1, -0.3, -1.8], [0.6, -1.5, 0.5], [0.0, 1.0, -1.3], [-0.6, -0.3, 0.7], [1.5, 0.3, -1.0], [-1.1, -0.8, 1.3], [1.6, -0.3, 0.9], [1.7, -0.5, 0.4], [0.1, 1.1, -1.2], [-0.1, -0.2, -0.3], [1.5, 2.4, 1.7], [0.2, -0.8, 0.3], [-1.2, 0.0, -1.0], [-0.1, -0.4, -0.3], [-0.2, 0.1, -0.2], [0.1, -0.2, -0.1], [-0.1, -0.1, 0.1], [-0.1, -0.3, 0.0], [0.1, -0.2, -0.2], [0.1, -0.1, 0.1], [0.1, 0.0, -0.1], [-0.1, 0.0, 0.1]]}

{"formula": "C3H4ClFO", "method": "the ωB97M-V functional and the def2-TZVPD basis", "multiplicity": 1, "orbital_gap_ev": 11.67, "lumo_energy_ha": 0.037, "relative_energy_ev": 2.507, "fmax_ev_per_a": 7.98, "homo_ev": -10.7, "elements": ["C", "C", "C", "H", "H", "H", "H", "O", "F", "Cl"], "positions_angstrom": [[-0.450, -0.517, -0.194], [0.215, 0.832, 0.017], [-0.398, 2.022, 0.023], [-1.447, -0.667, 0.324], [1.387, 0.810, -0.317], [0.243, 2.829, -0.100], [-1.537, 2.277, 0.052], [-0.004, 1.582, 1.269], [-0.748, -0.606, -1.617], [0.701, -1.557, 0.316]], "forces_ev_per_a": [[-2.8, 2.8, -1.4], [4.2, -3.4, -0.2], [-5.3, 5.9, 0.5], [1.3, 0.3, -0.6], [-3.1, 0.0, 0.8], [0.5, 2.0, -1.7], [2.0, -0.8, -0.9], [0.7, -3.1, 0.9], [0.6, -0.2, 1.8], [2.0, -3.5, 0.8]]}